Entry 1:
Density functional theory data (ωB97M-V/def2-TZVPD) for a molecular structure, C15H17NO3PmS at a distorted geometry.

Output
2S+1: 5
E_tot in a.u.: -1868.77301
Gap between HOMO and LUMO (spin up / spin down) in eV: 5.41 / 5.61
ΔE to the lowest compared entry with this formula, charge and spin in eV: 0.000
Total charge: -1
E_HOMO (spin up / spin down) in eV: -2.86 / -3.06

Structure (XYZ):
```
38
C15H17NO3PmS, DFT ωB97M-V/def2-TZVPD
C 1.2961 -1.0433 -4.0211
C -0.1030 -0.9449 -4.2686
C -0.7818 -1.7827 -3.3320
C 0.2070 -2.3837 -2.4917
C 1.4902 -1.9376 -2.9295
Pm 0.2184 0.2494 -1.8838
C -1.4276 1.9403 -3.1259
C -0.1718 2.1301 -3.5456
C 0.7881 2.5906 -4.3362
N 1.9832 1.2823 -2.0827
H -1.8601 -1.9409 -3.2708
H -0.5733 -0.3038 -5.0153
H 0.0084 -3.1037 -1.6996
H 2.4511 -2.2370 -2.5073
H 2.0749 -0.5083 -4.5648
H -2.1387 1.2604 -3.6386
H 2.9377 1.3928 -1.7023
H -1.8754 2.5290 -2.3042
H 0.5741 3.2591 -5.1773
H 1.8458 2.3504 -4.1764
C -0.1114 0.4180 6.5673
C -0.2355 0.1423 5.0984
C -0.2259 -1.1786 4.6378
C -0.3444 -1.4611 3.2806
C -0.4832 -0.4080 2.3703
C -0.4816 0.9177 2.8078
C -0.3639 1.1815 4.1701
S -0.7525 -0.8076 0.6727
O 0.6030 -1.0763 0.0731
O -1.6706 -1.9111 0.6175
O -1.2130 0.4700 0.0137
H -0.9243 -0.0526 7.1313
H 0.8279 0.0184 6.9647
H -0.1366 1.4914 6.7625
H -0.1286 -1.9977 5.3533
H -0.3452 -2.4903 2.9285
H -0.5807 1.7327 2.0952
H -0.3769 2.2125 4.5290
```



Entry 2:
Density functional theory data (ωB97M-V/def2-TZVPD) for 2 unconnected molecules or ions with the total composition C9H6N3OS at a distorted geometry.

Output
2S+1: 1
E_tot in a.u.: -984.14828
Gap between HOMO and LUMO in eV: 7.40
ΔE to the lowest compared entry with this formula, charge and spin in eV: 3.946
Total charge: -1
E_HOMO in eV: -4.38

Structure (XYZ):
```
20
C9H6N3OS, DFT ωB97M-V/def2-TZVPD
C 1.9162 -1.0963 -0.1015
C 1.5407 -0.3197 -1.2006
C 2.6070 -0.1979 0.7589
C 2.8054 1.1607 0.4743
C 1.8733 0.8547 -1.5523
C -3.9678 -0.0112 0.8460
C -1.8676 0.4472 -0.2522
C -1.8155 -1.9551 -0.2717
C 2.3876 1.7697 -0.7012
N -3.2171 0.6459 0.2300
N -1.3468 1.5922 -0.4069
N -1.3472 -0.7512 -0.5057
O -4.9061 -0.3454 1.4860
S -1.2219 -3.4071 -0.6856
H 1.3458 -2.0753 0.1198
H -0.4147 1.5879 -0.7083
H 2.8167 -0.4988 1.7596
H 3.1411 1.9341 1.1721
H -2.7401 -2.1401 0.4652
H 2.4109 2.8057 -0.9258
```



Entry 3:
Density functional theory data (ωB97M-V/def2-TZVPD) for a molecular structure, C23H42N2O3P2Zn at a distorted geometry.

Output
2S+1: 1
E_tot in a.u.: -3698.56181
Gap between HOMO and LUMO (spin up / spin down) in eV: 6.46 / 5.89
ΔE to the lowest compared entry with this formula, charge and spin in eV: 4.793
E_HOMO (spin up / spin down) in eV: -6.44 / -5.75

Structure (XYZ):
```
73
C23H42N2O3P2Zn, DFT ωB97M-V/def2-TZVPD
P -0.0654 3.7800 -2.3341
P 1.7092 0.8860 -1.2152
C 1.5074 3.0639 -3.0422
C 1.6854 1.5478 -2.9289
H 2.3135 3.6154 -2.5265
H 1.5553 3.3644 -4.1021
H 0.9580 1.0041 -3.5520
H 2.6802 1.3266 -3.3436
C 3.4093 1.3526 -0.7137
H 3.8008 0.5557 -0.0720
H 3.4002 2.2929 -0.1534
H 4.0822 1.4641 -1.5795
C 1.8267 -0.9118 -1.3001
H 2.8113 -1.2183 -1.6904
H 1.0737 -1.3608 -1.9884
H 1.8117 -1.3295 -0.2538
C 0.1086 5.6721 -2.2017
H -0.8885 6.0936 -2.3828
H 0.8180 6.0386 -2.9526
H 0.4485 6.0379 -1.2248
C -0.5901 4.3890 -4.1543
H -0.8278 3.5494 -4.8247
H 0.2576 4.9453 -4.5803
H -1.4597 5.0586 -4.1029
Zn -0.1333 -1.4294 -0.2676
C 0.7147 2.3711 -0.2396
C 0.5257 3.8043 -0.5425
C -0.5356 4.4190 0.4036
C -1.9861 4.2612 -0.1452
C -2.0344 4.1156 -1.6150
C -1.6746 2.8961 -2.3137
C -1.3743 1.5406 -1.6189
C -0.6348 1.6487 -0.2828
C -1.7115 -0.7850 0.8996
H 1.1977 2.2413 0.7360
H 1.4714 4.3553 -0.5221
H -0.3080 5.4843 0.5881
H -0.4592 3.9382 1.3860
H -2.4933 3.3914 0.3040
H -2.5538 5.1418 0.2077
H -2.6057 4.8405 -2.1829
H -2.0989 2.7260 -3.3015
H -0.8202 0.9355 -2.3757
H -2.3256 0.9957 -1.4565
H -1.3075 1.9858 0.5083
H -0.4392 0.6123 0.0239
H -1.9725 -1.6552 1.5114
H -2.5342 -0.4934 0.2345
H -1.5455 0.0365 1.6168
C -2.1366 -5.4001 3.9535
C -1.2761 -5.8254 2.7803
C 0.0385 -5.0371 2.5348
C 1.0071 -5.0590 3.7491
C 0.5290 -4.4201 5.0434
C 0.7187 -5.7719 1.3803
O 1.4416 -6.7601 1.5217
N 0.3825 -5.3468 0.0869
C 0.1427 -4.0110 -0.2138
O 0.1371 -3.5663 -1.3776
N -0.0413 -3.1845 0.8433
C -0.2885 -3.5767 2.1344
O -0.7610 -2.7787 2.9518
H -1.7536 -5.8130 4.8928
H -3.1488 -5.7878 3.7935
H -2.1781 -4.3070 4.0253
H -1.0000 -6.8853 2.8970
H -1.8656 -5.7524 1.8508
H 1.2643 -6.1116 3.9419
H 1.9389 -4.5642 3.4293
H 0.0761 -5.1691 5.7016
H 1.3850 -3.9846 5.5729
H -0.1892 -3.6190 4.8369
H 0.7897 -5.8644 -0.6662
```



Entry 4:
Density functional theory data (ωB97M-V/def2-TZVPD) for a molecular structure, C20H35Cl2N4O3STi at a distorted geometry.

Output
2S+1: 2
E_tot in a.u.: -3395.91375
Gap between HOMO and LUMO (spin up / spin down) in eV: 6.19 / 6.81
E_HOMO (spin up / spin down) in eV: -5.76 / -6.39

Structure (XYZ):
```
66
C20H35Cl2N4O3STi, DFT ωB97M-V/def2-TZVPD
O 0.7580 -1.9402 -2.3409
C 1.1601 -1.6267 -3.4635
C 1.5462 -2.5384 -4.5973
C 1.3403 -3.8916 -4.3340
H 0.7234 -4.1452 -3.4763
C 1.9641 -4.9044 -5.0612
H 1.8316 -5.9330 -4.7293
C 2.7479 -4.5860 -6.1782
H 3.2651 -5.3846 -6.7291
C 2.8135 -3.2374 -6.5959
H 3.3734 -3.0167 -7.5210
C 2.1946 -2.2122 -5.8329
H 2.2263 -1.1743 -6.1851
H 1.2543 -0.5530 -3.6715
C 2.9871 0.4967 0.1271
C 1.6966 1.1054 0.5166
H 3.8067 0.8372 0.7751
H 3.2755 0.7174 -0.9078
H 2.9387 -0.5933 0.2055
C 1.4703 2.1828 1.2595
C 2.4940 3.0501 1.9150
H 0.4536 2.4810 1.5384
H 3.5027 2.8558 1.5287
H 2.5292 2.8891 3.0029
H 2.2740 4.1129 1.7542
Ti -0.2501 0.2624 0.0985
Cl 0.7222 -1.5978 1.1106
Cl 0.3635 0.9480 -1.9708
H -2.3898 -3.9442 -1.6037
H -3.3198 -4.8783 0.1183
C -1.9895 -3.0346 -1.1565
C -2.8247 -4.2417 0.8662
N -2.4894 -2.9775 0.2231
H -2.3207 -2.1499 -1.6995
C -2.3337 -1.8345 0.8809
O -1.9102 -0.8097 0.2619
H -3.4846 -4.1041 1.7329
H -2.5387 -1.7697 1.9633
H -0.8950 -3.0603 -1.1666
H -1.9145 -4.7728 1.1986
H -3.3201 4.8392 0.4271
H -4.5376 4.1963 -1.6114
C -2.3671 4.4446 0.0611
C -3.5913 3.8441 -2.0523
N -2.6577 3.4768 -0.9971
H -1.8202 3.9621 0.8725
C -2.1157 2.2702 -1.0039
O -1.4199 1.8752 -0.0048
H -3.7809 2.9519 -2.6644
H -2.2724 1.6260 -1.8833
H -1.7782 5.2739 -0.3538
H -3.1734 4.6381 -2.6928
C 0.9715 -0.0987 5.6551
N 0.5516 0.3353 4.3194
C -0.3727 1.2898 4.0733
S -1.3843 1.1500 2.6960
N -0.4749 2.3514 4.9290
C 0.7406 3.0203 5.4482
H 0.5011 0.4942 6.4447
H 2.0650 -0.0187 5.7213
H 0.6944 -1.1525 5.7775
H 0.5974 -0.3691 3.5846
H -1.2073 3.0007 4.6402
H 1.0905 3.7987 4.7532
H 0.4734 3.4862 6.4054
H 1.5366 2.2875 5.5989
```